[1]
{"formula": "C3H12BCuF4N8O9", "method": "ωB97M-V/def2-TZVPD", "symbols": ["Cu", "N", "O", "O", "O", "N", "O", "O", "O", "B", "F", "F", "F", "F", "C", "O", "N", "N", "H", "H", "H", "H", "C", "O", "N", "N", "H", "H", "H", "H", "C", "O", "N", "N", "H", "H", "H", "H"], "coordinates": [[-0.68581, 0.47490, -0.28988], [-0.42459, -2.88878, -0.84695], [-1.51043, -3.44986, -1.14462], [0.68690, -3.35882, -1.07969], [-0.58015, -1.77066, -0.36446], [-3.78121, 0.29326, -1.33772], [-4.71704, 0.92320, -0.84047], [-2.63983, 0.67821, -1.32848], [-3.92109, -0.82106, -1.80758], [-0.18736, 3.22054, -0.01367], [-0.02061, 2.37096, -1.15354], [-0.92134, 2.44742, 0.83158], [1.03429, 3.53271, 0.53089], [-0.90899, 4.37689, -0.42724], [2.33625, -0.20955, 0.98938], [1.29863, 0.31982, 0.72321], [2.41813, -1.53117, 0.91881], [3.36628, 0.40561, 1.50912], [3.21975, -1.98204, 1.33620], [1.64877, -2.04772, 0.51714], [3.18231, 1.28806, 1.96466], [4.18720, -0.11149, 1.78982], [1.44050, -0.26403, -2.89413], [0.52116, 0.03154, -2.13324], [2.05862, -1.40739, -2.88496], [1.84479, 0.53871, -3.90385], [1.85576, -2.02104, -2.10882], [2.64032, -1.56600, -3.69526], [1.45646, 1.40786, -4.24130], [2.71492, 0.23667, -4.31828], [-2.05360, 0.13369, 2.65418], [-1.80714, 0.17602, 1.49329], [-1.96942, -0.91271, 3.40833], [-2.47669, 1.14898, 3.38728], [-1.76691, -1.83563, 3.05152], [-2.27282, -0.85060, 4.36968], [-2.79357, 2.00248, 2.94998], [-2.47255, 1.02109, 4.38914]], "relative_energy_kj_mol": 0.0, "charge": -1, "gap_ev": [7.148, 5.901], "multiplicity": 2, "homo_energy_ev": [-4.864, -4.834]}


[2]
{"formula": "C22H27N3O3S", "method": "ωB97M-V/def2-TZVPD", "symbols": ["C", "C", "C", "C", "C", "N", "C", "C", "O", "N", "C", "C", "C", "C", "C", "C", "O", "C", "N", "C", "O", "C", "C", "C", "C", "S", "C", "C", "C", "H", "H", "H", "H", "H", "H", "H", "H", "H", "H", "H", "H", "H", "H", "H", "H", "H", "H", "H", "H", "H", "H", "H", "H", "H", "H", "H"], "coordinates": [[-4.55512, -1.96764, 2.21621], [-3.50927, -1.82080, 1.15512], [-3.71200, -2.35491, -0.10954], [-2.76651, -2.22203, -1.10977], [-1.58520, -1.54418, -0.84818], [-0.63833, -1.34993, -1.89244], [-1.06175, -0.46181, -2.95868], [-1.27809, 0.98452, -2.49564], [-2.15820, 1.66911, -2.97941], [-0.41581, 1.41357, -1.56460], [-0.49479, 2.74448, -1.00011], [0.90366, 3.25113, -0.62958], [1.05104, 2.89125, 0.84634], [-0.32869, 3.21428, 1.41245], [-1.30061, 2.75242, 0.32139], [0.61526, -1.84557, -1.92790], [1.39460, -1.60775, -2.83170], [1.04796, -2.76849, -0.77893], [2.37453, -2.36585, -0.35953], [2.60990, -1.05499, -0.12294], [1.70142, -0.23691, -0.05284], [4.00368, -0.66770, 0.09543], [4.44643, 0.60540, 0.33772], [5.84286, 0.68271, 0.48935], [6.44883, -0.52794, 0.36155], [5.32949, -1.78746, 0.05083], [-1.36875, -1.01077, 0.41645], [-2.31550, -1.14223, 1.42066], [-2.05608, -0.54222, 2.76825], [-4.15601, -2.50118, 3.07853], [-4.89045, -0.98966, 2.55951], [-5.41428, -2.51493, 1.83771], [-4.63097, -2.88271, -0.31949], [-2.94497, -2.64327, -2.08728], [-1.99645, -0.81146, -3.40400], [-0.27728, -0.46917, -3.72177], [0.28792, 0.79567, -1.18127], [-0.97614, 3.36665, -1.75928], [0.94946, 4.33345, -0.75743], [1.66897, 2.79492, -1.25593], [1.25800, 1.82546, 0.94361], [1.84570, 3.45165, 1.33875], [-0.41867, 4.29154, 1.56326], [-0.51592, 2.72231, 2.36612], [-1.66081, 1.74377, 0.52323], [-2.16851, 3.40531, 0.25002], [1.08993, -3.79291, -1.15038], [0.35706, -2.71397, 0.06424], [3.15083, -2.96492, -0.58980], [3.77924, 1.44580, 0.39875], [6.37473, 1.59646, 0.68344], [7.49298, -0.76160, 0.43005], [-0.44435, -0.49031, 0.61653], [-1.06908, -0.08839, 2.80175], [-2.79837, 0.22309, 2.99382], [-2.11746, -1.30131, 3.54732]], "smiles": "Cc1ccc(N(CC(=O)NC2CCCC2)C(=O)CNC(=O)c2cccs2)cc1C", "relative_energy_kj_mol": 70.3, "gap_ev": 8.874, "multiplicity": 1, "homo_energy_ev": -8.739}


[3]
{"formula": "Hg3O16P4Pb4", "method": "ωB97M-V/def2-TZVPD", "symbols": ["Hg", "Hg", "Hg", "Pb", "Pb", "Pb", "Pb", "P", "O", "O", "O", "O", "P", "O", "O", "O", "O", "P", "O", "O", "O", "O", "P", "O", "O", "O", "O"], "coordinates": [[-18.39675, 2.41752, -21.22647], [-21.33690, 3.70552, -26.45705], [-17.14389, 8.16149, -21.98843], [-25.96379, 2.92846, -19.37063], [-25.37507, 9.07198, -16.77448], [-22.80453, 12.19316, -24.06333], [-18.59947, 4.79635, -15.41358], [-30.43018, 5.33613, -17.26995], [-28.90164, 5.58947, -17.25210], [-30.82226, 5.30934, -15.69246], [-30.36711, 3.93489, -18.13171], [-31.22946, 6.37448, -17.96460], [-16.27468, 3.79357, -25.61765], [-14.88805, 3.28391, -26.07451], [-16.91886, 4.67007, -26.71889], [-16.16667, 4.40423, -24.16313], [-17.36718, 2.73658, -25.23210], [-13.60917, 3.54170, -17.52433], [-13.81499, 4.05553, -16.04990], [-12.91897, 2.14336, -17.23429], [-12.50094, 4.47907, -18.27179], [-15.03749, 3.18445, -18.12397], [-21.36406, 6.47281, -20.68667], [-21.14504, 7.96559, -21.19856], [-22.47650, 6.31855, -19.64291], [-20.02503, 6.00730, -20.01574], [-21.21951, 5.43835, -21.76655]], "relative_energy_kj_mol": 2625.3, "charge": 2, "gap_ev": 1.378, "multiplicity": 1, "homo_energy_ev": -11.595}


[4]
{"formula": "C5H20BFN2OP", "method": "ωB97M-V/def2-TZVPD", "symbols": ["C", "C", "C", "F", "P", "B", "O", "N", "C", "C", "H", "H", "H", "H", "H", "H", "H", "H", "H", "H", "H", "H", "H", "H", "H", "H", "N", "H", "H", "H", "H"], "coordinates": [[-3.12770, 2.17570, -2.71619], [-1.73322, 2.75641, -2.96269], [-0.75467, 2.63674, -1.81935], [0.48450, 3.10429, -2.28670], [-0.43521, 0.86461, -1.18093], [-0.18387, -0.98046, -0.49799], [-0.28201, -2.04173, -1.38943], [0.11032, -1.34017, 0.90547], [1.52181, -1.52343, 1.15200], [-0.53615, -0.48780, 1.90515], [-3.73351, 2.80309, -2.07413], [-3.63562, 2.11040, -3.67130], [-3.11361, 1.17158, -2.31470], [-1.86117, 3.81653, -3.15355], [-1.31022, 2.29058, -3.84792], [-1.03096, 3.25289, -0.96116], [0.62341, 1.38000, -0.34877], [-1.77237, 0.87503, -0.60840], [-0.11902, 0.45195, -2.52697], [-1.04792, -2.57370, -1.10473], [2.03360, -0.61623, 1.48389], [2.00034, -1.93325, 0.26894], [1.64595, -2.28811, 1.94044], [-1.41390, -0.00451, 1.49847], [-0.89557, -1.10883, 2.72572], [0.12122, 0.27828, 2.31982], [3.69023, -3.01461, 3.85473], [3.15137, -3.74905, 3.38770], [4.12900, -3.39220, 4.69836], [4.41237, -2.66787, 3.21827], [3.06255, -2.24613, 4.10594]], "relative_energy_kj_mol": 0.0, "charge": 1, "gap_ev": 4.966, "multiplicity": 1, "homo_energy_ev": -9.505}


[5]
{"formula": "C2H4N2S4", "method": "ωB97M-V/def2-TZVPD", "symbols": ["C", "C", "N", "N", "S", "S", "S", "S", "H", "H", "H", "H"], "coordinates": [[1.58772, -0.34224, 0.00847], [-0.63433, 1.02680, -0.50778], [0.66759, -0.74049, 0.85968], [-0.75734, -0.64352, 0.54613], [3.13708, -0.75151, 0.22553], [0.92165, 0.73255, -1.29615], [-0.79325, 2.40233, 0.48141], [-1.36229, -1.92158, -0.34647], [-1.36784, 1.17181, -1.30882], [0.92079, -1.18309, 1.79801], [-2.12627, 2.33873, 0.49061], [-0.19352, -2.08978, -0.95062]], "relative_energy_kj_mol": 259.5, "gap_ev": 8.452, "multiplicity": 1, "homo_energy_ev": -8.673}


[6]
{"formula": "C33H57N4O8P", "method": "ωB97M-V/def2-TZVPD", "symbols": ["C", "C", "C", "C", "C", "C", "C", "C", "C", "C", "C", "C", "C", "C", "C", "C", "N", "C", "C", "P", "N", "C", "N", "C", "C", "C", "O", "C", "O", "C", "N", "C", "H", "H", "H", "H", "H", "H", "H", "H", "H", "H", "H", "H", "H", "H", "H", "H", "H", "H", "H", "H", "H", "H", "H", "H", "H", "H", "H", "H", "H", "H", "H", "H", "H", "H", "H", "H", "H", "H", "H", "H", "H", "C", "C", "O", "C", "O", "O", "C", "H", "H", "H", "H", "H", "H", "H", "H", "C", "C", "O", "C", "O", "O", "C", "H", "H", "H", "H", "H", "H", "H", "H"], "coordinates": [[3.31763, -2.99637, -0.29322], [1.73978, -3.06920, -0.57169], [0.94084, -3.54614, 0.72345], [-0.35063, -2.60490, 0.82424], [-1.51558, -3.11506, -0.12559], [-1.97588, -2.07508, -1.22944], [-3.50693, -1.64381, -1.09161], [-3.89608, -1.09441, 0.33881], [-3.69001, 0.46985, 0.42397], [-2.16940, 0.74587, 0.85966], [-1.66208, 2.14884, 0.32301], [-0.48685, 2.03707, -0.70403], [-0.74273, 1.92403, -2.12295], [-2.17746, 1.86720, -2.74364], [-2.94574, 3.24130, -2.74570], [-4.42945, 2.93619, -3.23345], [-4.45872, 2.24079, -4.54146], [0.41695, 1.85703, -3.09365], [1.75022, 1.91241, -2.54867], [3.18814, 1.88748, -3.76477], [4.22949, 3.03923, -3.35510], [2.05365, 1.98755, -1.07469], [3.38801, 1.98977, -0.71160], [3.49052, 2.01468, 0.63867], [4.95206, 2.01366, 1.23485], [5.81107, 0.89960, 0.49711], [6.22293, 1.33516, -0.81042], [6.70884, 0.30470, -1.57848], [6.20824, -0.79377, -1.64274], [2.36007, 2.07772, 1.60004], [1.06145, 2.11866, 1.22070], [0.91294, 2.04966, -0.15531], [3.82107, -3.61988, -1.07182], [3.63542, -1.91773, -0.33818], [3.48656, -3.36674, 0.75271], [1.44213, -2.03184, -0.90076], [1.47959, -3.74549, -1.43375], [1.54300, -3.31228, 1.64969], [0.65940, -4.63137, 0.67152], [-0.75719, -2.58605, 1.87734], [0.01178, -1.56894, 0.60202], [-2.39990, -3.35547, 0.52091], [-1.12713, -4.01974, -0.66880], [-1.30706, -1.16760, -1.27120], [-1.91439, -2.59470, -2.23188], [-4.14345, -2.53815, -1.36546], [-3.77846, -0.84416, -1.83586], [-4.98608, -1.30077, 0.53585], [-3.32187, -1.56129, 1.18213], [-3.90254, 1.01382, -0.53311], [-4.36086, 0.92384, 1.21141], [-1.50761, -0.10678, 0.57815], [-2.20733, 0.79508, 1.98814], [-1.31402, 2.73416, 1.22164], [-2.54280, 2.70941, -0.09234], [-2.75344, 1.07232, -2.19629], [-2.05530, 1.50255, -3.80466], [-2.40737, 3.95189, -3.42281], [-3.03098, 3.72830, -1.74172], [-4.93984, 2.30090, -2.44210], [-5.03476, 3.87321, -3.32252], [-4.20967, 1.25195, -4.44307], [-5.42472, 2.22444, -4.88125], [0.19079, 1.79535, -4.18498], [2.74688, 2.21016, -5.08823], [3.86041, 0.63030, -3.75733], [4.30165, 3.71787, -4.12196], [4.87014, 1.66589, 2.29739], [5.44026, 3.02246, 1.13907], [6.73781, 0.64689, 1.09002], [5.17574, -0.02918, 0.48902], [7.61016, 0.47423, -2.23593], [2.58636, 2.10441, 2.69016], [-5.24385, -8.92656, 1.12826], [-6.12950, -7.74787, 0.77732], [-5.34699, -6.64392, 0.30408], [-4.97200, -6.71289, -0.97852], [-5.23846, -7.59909, -1.74952], [-4.23202, -5.63060, -1.25196], [-3.71117, -5.60547, -2.58031], [-4.46115, -8.62331, 1.82698], [-5.83054, -9.72862, 1.57916], [-4.74526, -9.32086, 0.24121], [-6.64829, -7.40010, 1.67150], [-6.89384, -8.02336, 0.04798], [-4.50053, -5.74087, -3.32018], [-2.94370, -6.37252, -2.69459], [-3.25287, -4.63002, -2.73973], [2.33686, 6.02287, 3.22226], [3.49786, 5.05453, 3.32080], [4.58380, 5.63250, 4.05654], [4.46447, 5.58635, 5.38848], [3.54733, 5.10337, 6.00264], [5.53602, 6.18688, 5.92130], [5.50831, 6.26280, 7.34626], [2.67013, 6.98033, 2.81639], [1.55177, 5.61902, 2.58048], [1.90902, 6.22414, 4.20588], [3.87783, 4.83793, 2.32103], [3.19127, 4.10425, 3.76241], [5.34165, 5.28193, 7.79210], [4.73844, 6.96562, 7.66798], [6.47775, 6.63260, 7.67632]], "smiles": "CCCCCCCCCCCc1c(CCCN)cc([PH2]=N)c2nc(CCOC=O)cnc12.CCOC(=O)OC.CCOC(=O)OC", "relative_energy_kj_mol": 339.8, "gap_ev": 7.293, "multiplicity": 1, "homo_energy_ev": -7.929}


[7]
{"formula": "CH6NS", "method": "ωB97M-V/def2-TZVPD", "symbols": ["S", "H", "C", "N", "H", "H", "H", "H", "H"], "coordinates": [[3.23462, -0.03122, -0.34695], [3.42211, 0.62666, 0.80619], [-1.48341, 0.08374, -0.31053], [-0.23106, -0.21240, 0.36343], [-1.52784, -0.32787, -1.33423], [-2.28871, -0.40371, 0.24294], [-1.65749, 1.16225, -0.38137], [0.66860, 0.19263, 0.12553], [-0.13681, -1.09008, 0.83498]], "relative_energy_kj_mol": 30.2, "charge": -2, "gap_ev": [2.746, 7.201], "multiplicity": 2, "homo_energy_ev": [4.370, -0.102]}


[8]
{"formula": "C2H6FOSn", "method": "ωB97M-V/def2-TZVPD", "symbols": ["Sn", "F", "C", "C", "O", "H", "H", "H", "H", "H", "H"], "coordinates": [[35.98152, -19.96247, -10.35339], [35.28454, -17.83422, -11.02677], [37.37175, -20.58120, -13.87051], [37.77141, -19.31186, -13.04475], [37.52716, -19.42894, -11.66963], [37.95889, -21.46014, -13.60438], [37.30078, -20.43886, -14.94884], [36.32824, -20.76554, -13.61515], [37.27623, -18.43850, -13.46917], [38.85102, -19.20867, -13.15380], [38.27860, -19.24990, -11.09966]], "relative_energy_kj_mol": 0.0, "charge": 1, "gap_ev": 9.156, "multiplicity": 1, "homo_energy_ev": -15.869}